[1]
Molecular formula: C6H13N
Method: DFT, ωB97M-V/def2-TZVPD

Each line ends with the Mulliken charge.
Geometry (Å):
H: -2.426 -1.602 -0.941  0.262
C: -2.324 -0.607 -0.391  -0.508
C: -1.765 0.674 -1.210  -0.520
C: -1.283 -0.772 0.777  -0.356
H: 3.180 1.499 0.275  0.240
H: 1.749 0.174 0.549  0.229
H: -0.215 2.054 -0.413  0.255
H: -2.508 1.513 -1.091  0.240
H: -1.625 0.560 -2.316  0.305
H: 2.014 -1.448 0.860  0.241
C: -0.382 0.928 -0.468  -0.349
H: -1.983 -0.931 1.685  0.319
H: 3.415 0.446 1.896  0.237
C: 2.616 -0.724 0.244  -0.357
N: -0.582 0.409 0.893  -0.624
H: -3.312 -0.406 0.087  0.200
C: 2.851 0.557 0.846  -0.491
H: 2.859 -0.995 -0.817  0.308
H: -0.670 -1.676 0.577  0.176
H: 0.392 0.347 -1.042  0.192

Results
Maximum force ... 3.37 eV Å⁻¹
Frontier orbital gap ... 4.57 eV
Highest occupied orbital energy ... -0.2273 Eh


[2]
Molecular formula: C5H14
Method: DFT, ωB97M-V/def2-TZVPD

Each line ends with the Mulliken charge.
Geometry (Å):
H: -1.330 -1.786 -0.827  0.449
C: 1.458 -1.863 -0.514  -1.313
H: 0.546 2.142 0.011  0.556
H: -1.664 -3.406 -0.071  0.405
H: 0.082 -1.869 1.090  0.482
H: -0.980 2.652 -0.810  0.749
C: 0.306 -2.558 0.287  -0.659
H: 2.427 -2.315 -0.281  0.386
H: 0.399 3.691 -0.816  0.382
H: -1.594 4.077 1.036  0.393
C: -0.619 3.591 1.108  -1.561
H: 0.108 4.325 1.460  0.480
C: -0.129 2.957 -0.199  -2.125
C: -0.943 -2.779 -0.592  -1.838
H: 1.369 -0.805 -0.292  0.146
H: 0.613 -3.530 0.652  0.597
H: -0.661 -3.203 -1.551  0.516
H: 1.363 -2.148 -1.567  0.402
H: -0.751 2.827 1.875  0.554

Results
Net charge ... -1
2S+1 ... 2
Maximum force ... 1.72 eV Å⁻¹
Frontier orbital gap (alpha / beta) ... 2.75 / 12.17 eV
<S²> ... 0.750
Highest occupied orbital energy (alpha / beta) ... 0.0549 / -0.2912 Eh


[3]
Molecular formula: C2H2Cl3F
Method: DFT, ωB97M-V/def2-TZVPD

Each line ends with the Mulliken charge.
Geometry (Å):
H: -0.550 -0.040 -1.382  0.295
Cl: -2.142 0.372 0.211  -0.133
Cl: 2.031 -0.755 0.121  -0.122
Cl: 0.870 1.891 -0.175  -0.147
H: 0.497 0.290 1.476  0.314
C: 0.631 0.214 0.392  -0.010
F: -0.696 -1.650 -0.283  -0.219
C: -0.641 -0.323 -0.360  0.022

Results
Maximum force ... 1.63 eV Å⁻¹
Frontier orbital gap ... 12.09 eV
Highest occupied orbital energy ... -0.4140 Eh


[4]
Molecular formula: C3H6ClN2
Method: DFT, ωB97M-V/def2-TZVPD

Each line ends with the Mulliken charge.
Geometry (Å):
H: -1.842 1.957 0.196  0.302
H: -2.923 0.572 -0.182  0.295
C: 0.636 0.429 -0.407  0.549
N: 1.403 -0.617 -0.504  -0.199
N: -0.767 0.102 -0.158  -0.204
C: -1.959 0.883 0.224  -0.708
H: -2.133 0.518 1.237  0.311
H: 2.638 -2.063 -0.676  0.280
H: 2.460 -1.579 1.080  0.291
Cl: 1.100 2.017 -0.869  -0.012
C: 2.240 -1.343 0.030  -0.142
H: -0.853 -0.874 0.029  0.238

Results
Net charge ... +1
Maximum force ... 5.85 eV Å⁻¹
Frontier orbital gap ... 9.66 eV
Highest occupied orbital energy ... -0.5364 Eh


[5]
Molecular formula: CH2IO2S
Method: DFT, ωB97M-V/def2-TZVPD

Each line ends with the Mulliken charge.
Geometry (Å):
H: -0.090 -0.480 -1.423  0.267
O: 1.510 0.376 -0.449  -0.447
I: -2.681 0.963 0.367  -0.716
H: 0.522 -1.525 -0.141  0.253
O: 0.248 0.475 1.804  -0.538
S: 0.055 0.764 0.410  0.429
C: 0.435 -0.573 -0.569  -0.248

Results
Net charge ... -1
Maximum force ... 3.62 eV Å⁻¹
Frontier orbital gap ... 7.20 eV
Highest occupied orbital energy ... -0.1347 Eh


Q: Among the records above, which one has the lowest maximum force?
A: C2H2Cl3F


Q: Look up the maximum force of the third one.
A: 1.63 eV Å⁻¹